No. 1
Density functional theory data (ωB97M-V/def2-TZVPD) for 4 unconnected molecules or ions with the total composition C16H20F12O8 at a distorted geometry.

Summary:
E_HOMO in eV: -11.18
Energy above the lowest of the compared OMol25 structures with the same formula, charge and spin in eV: 6.1879
LUMO level in Eh: -0.0005
Electronic energy in eV: -65901.6578
SMILES: CCOC(=O)C(F)(F)F.CCOC(=O)C(F)(F)F.CCOC(=O)C(F)(F)F.CCOC(=O)C(F)(F)F

```
! RIJCOSX wB97M-V def2-TZVPD def2/J DEFGRID3
* xyz 0 1
C -0.85 -4.18 -3.15
C 0.28 -4.85 -2.28
O 1.18 -3.86 -1.79
C 2.28 -4.16 -1.09
O 2.61 -5.28 -0.90
C 3.16 -2.95 -0.99
F 2.67 -1.98 -0.16
F 4.54 -3.11 -0.64
F 3.21 -2.29 -2.30
H -0.29 -4.02 -4.09
H -1.15 -3.19 -2.62
H -1.70 -4.82 -3.19
H 0.67 -5.80 -2.59
H -0.44 -4.93 -1.27
C 2.15 1.87 -0.31
C 2.81 2.39 1.02
O 3.78 1.50 1.32
C 4.62 1.82 2.27
O 4.52 2.88 2.93
C 5.89 0.82 2.40
F 5.82 0.12 3.65
F 5.97 -0.07 1.46
F 6.99 1.62 2.44
H 1.87 0.72 -0.23
H 3.01 1.81 -1.09
H 1.32 2.38 -0.60
H 2.06 2.64 1.88
H 3.07 3.44 0.81
C -2.69 2.90 -0.29
C -3.17 4.09 0.49
O -1.93 4.44 1.25
C -1.99 5.03 2.41
O -2.94 5.26 3.15
C -0.61 5.56 2.95
F -0.63 6.91 3.04
F -0.27 4.91 4.11
F 0.39 5.10 2.03
H -1.64 3.21 -0.56
H -3.24 2.83 -1.14
H -2.67 1.99 0.31
H -3.95 3.84 1.22
H -3.43 4.97 -0.30
C -0.86 -1.24 -0.35
C -2.15 -1.84 0.27
O -2.97 -2.29 -0.78
C -4.19 -2.61 -0.58
O -4.76 -2.70 0.56
C -4.95 -2.83 -1.88
F -4.15 -3.68 -2.76
F -6.10 -3.57 -1.70
F -5.10 -1.75 -2.48
H 0.11 -1.32 0.19
H -0.80 -0.22 -0.33
H -0.43 -1.64 -1.34
H -2.86 -1.20 0.74
H -2.07 -2.64 0.88
*
```

=====

No. 2
Density functional theory data (ωB97M-V/def2-TZVPD) for a molecular structure, C2H2O3 at a distorted geometry.

Summary:
E_HOMO (spin up / spin down) in eV: -6.95 / -9.55
Energy above the lowest of the compared OMol25 structures with the same formula, charge and spin in eV: 6.8599
LUMO level (spin up / spin down) in Eh: 0.0264 / -0.1141
Electronic energy in eV: -8238.2369

```
! RIJCOSX wB97M-V def2-TZVPD def2/J DEFGRID3
* xyz 0 3
C 1.07 -0.47 0.15
C -0.13 0.09 0.07
O 1.29 -0.04 -1.17
O 0.02 0.55 -1.19
O -1.67 0.46 1.06
H 1.74 -1.04 0.74
H -2.31 0.46 0.35
*
```

=====

No. 3
Density functional theory data (ωB97M-V/def2-TZVPD) for 14 unconnected molecules or ions with the total composition C83H203N13O31P4 at a distorted geometry.

Summary:
E_HOMO in eV: -8.19
LUMO level in Eh: 0.0143
Electronic energy in eV: -209351.7238

```
! RIJCOSX wB97M-V def2-TZVPD def2/J DEFGRID3
* xyz 0 1
N 6.88 0.88 -1.87
C 6.53 2.08 -2.22
C 5.24 2.56 -2.23
C 4.23 1.71 -1.77
C 4.57 0.41 -1.38
C 5.89 0.08 -1.42
H 7.31 2.68 -2.67
H 4.99 3.54 -2.61
H 3.15 1.96 -1.79
H 3.80 -0.25 -1.07
H 6.19 -0.88 -1.09
O 0.99 -3.41 5.03
P -0.18 -3.77 5.87
N -0.59 -5.40 5.95
C -1.83 -5.94 5.39
C 0.56 -6.22 6.33
N -1.65 -3.02 5.33
C -2.75 -2.75 6.23
C -1.64 -2.63 3.91
N 0.12 -3.37 7.48
C 0.88 -2.13 7.66
C -0.49 -4.02 8.62
H -1.64 -6.61 4.55
H -2.36 -5.09 4.97
H -2.38 -6.53 6.13
H 0.45 -7.12 5.73
H 0.51 -6.49 7.38
H 1.48 -5.70 6.09
H -3.59 -3.45 6.03
H -2.47 -2.96 7.27
H -3.10 -1.71 6.19
H -0.62 -2.55 3.59
H -2.16 -3.41 3.29
H -2.11 -1.64 3.66
H 1.84 -2.37 8.05
H 1.11 -1.75 6.65
H 0.36 -1.37 8.17
H -1.06 -4.93 8.34
H -1.23 -3.41 9.16
H 0.35 -4.30 9.29
O 3.25 2.28 4.71
P 4.30 1.25 4.37
N 4.46 0.95 2.73
C 4.43 2.17 1.94
C 5.02 -0.16 2.07
N 4.24 -0.33 4.97
C 4.78 -0.65 6.28
C 3.05 -1.05 4.51
N 5.86 1.74 4.84
C 6.96 1.15 4.07
C 5.97 3.03 5.58
H 3.89 3.00 2.46
H 3.95 2.08 0.92
H 5.46 2.52 1.75
H 5.99 0.06 1.64
H 4.34 -0.53 1.32
H 5.16 -1.01 2.73
H 5.73 -0.12 6.33
H 4.19 -0.27 7.12
H 4.93 -1.73 6.42
H 2.18 -0.66 5.04
H 2.88 -0.89 3.46
H 3.14 -2.13 4.68
H 6.60 0.25 3.61
H 7.28 1.85 3.28
H 7.84 0.98 4.68
H 6.82 3.08 6.30
H 5.05 3.23 6.14
H 6.06 3.90 4.93
O 6.01 -2.91 -7.12
P 6.60 -2.51 -5.81
N 6.48 -3.79 -4.69
C 6.86 -3.60 -3.27
C 5.87 -5.06 -5.09
N 5.95 -1.14 -5.10
C 4.62 -1.19 -4.51
C 6.21 0.16 -5.76
N 8.22 -2.11 -5.86
C 9.06 -2.83 -6.82
C 8.94 -1.40 -4.81
H 7.17 -2.55 -3.14
H 7.72 -4.24 -3.03
H 6.01 -3.94 -2.62
H 4.91 -5.26 -4.53
H 6.59 -5.90 -5.05
H 5.58 -4.97 -6.14
H 3.89 -1.09 -5.30
H 4.43 -2.11 -3.94
H 4.55 -0.41 -3.78
H 5.47 0.34 -6.55
H 6.10 0.94 -5.00
H 7.22 0.15 -6.17
H 9.42 -3.79 -6.41
H 8.48 -3.05 -7.70
H 9.86 -2.17 -7.14
H 8.23 -1.05 -4.05
H 9.58 -0.58 -5.20
H 9.61 -2.07 -4.24
O 1.80 0.01 -0.01
P 0.46 -0.04 -0.68
N -0.66 -1.03 0.11
C -2.03 -1.03 -0.40
C -0.21 -2.27 0.77
N 0.50 -0.60 -2.29
C 1.84 -0.87 -2.88
C -0.55 -0.29 -3.29
N -0.30 1.44 -0.82
C -0.78 2.06 0.45
C 0.29 2.48 -1.71
H -2.76 -1.09 0.42
H -2.18 -1.87 -1.09
H -2.18 -0.08 -0.87
H 0.65 -2.01 1.41
H 0.00 -3.06 0.07
H -1.04 -2.57 1.38
H 2.35 -1.50 -2.17
H 1.77 -1.43 -3.81
H 2.34 0.09 -3.06
H -0.80 -1.19 -3.84
H -1.36 0.19 -2.78
H -0.08 0.44 -3.97
H 0.10 2.44 1.00
H -1.48 2.84 0.16
H -1.20 1.30 1.10
H 0.99 3.11 -1.19
H -0.53 3.12 -2.05
H 0.73 2.00 -2.59
C -1.92 7.45 7.10
O -0.60 7.63 7.59
C 0.27 8.32 6.75
C 0.83 7.48 5.69
O 1.57 6.46 6.29
C 1.97 5.48 5.37
C 0.97 4.50 4.87
O 0.27 5.08 3.77
C -0.96 4.48 3.49
H -2.51 7.24 7.99
H -1.99 6.58 6.44
H -2.25 8.34 6.53
H 1.03 8.70 7.46
H -0.28 9.14 6.26
H 1.46 8.09 5.03
H 0.03 7.14 5.01
H 2.60 4.85 5.98
H 2.37 5.92 4.48
H 0.20 4.25 5.58
H 1.59 3.65 4.49
H -1.35 4.94 2.59
H -1.65 4.46 4.34
H -0.94 3.42 3.28
C -7.77 1.06 2.12
O -6.42 0.73 1.66
C -6.25 -0.65 1.57
C -6.04 -1.06 0.14
O -7.25 -0.83 -0.59
C -7.03 -1.30 -1.87
C -8.19 -0.94 -2.85
O -9.34 -1.72 -2.57
C -10.29 -1.25 -1.64
H -7.82 2.14 1.99
H -7.81 0.75 3.19
H -8.54 0.54 1.53
H -7.00 -1.27 2.01
H -5.35 -0.91 2.17
H -5.79 -2.14 0.05
H -5.24 -0.44 -0.27
H -6.92 -2.39 -1.89
H -6.15 -0.83 -2.29
H -7.82 -1.24 -3.84
H -8.43 0.13 -2.87
H -9.87 -1.36 -0.64
H -11.14 -1.91 -1.81
H -10.63 -0.22 -1.79
C -0.28 -3.97 -2.25
O -1.38 -4.17 -1.36
C -1.19 -5.31 -0.55
C -2.43 -5.61 0.23
O -2.65 -4.58 1.16
C -3.99 -4.38 1.47
C -4.52 -5.18 2.63
O -4.67 -6.56 2.21
C -5.10 -7.33 3.34
H -0.34 -4.60 -3.15
H 0.70 -4.19 -1.75
H -0.34 -2.92 -2.49
H -0.35 -5.08 0.12
H -0.93 -6.21 -1.13
H -2.28 -6.56 0.79
H -3.29 -5.76 -0.43
H -4.62 -4.43 0.58
H -4.08 -3.34 1.85
H -5.53 -4.83 2.86
H -3.83 -5.02 3.46
H -5.10 -8.39 3.10
H -6.13 -7.08 3.64
H -4.45 -7.16 4.17
C 0.64 10.09 -5.12
O 1.43 9.24 -4.32
C 0.83 9.24 -3.01
C 1.67 8.28 -2.18
O 1.44 6.91 -2.54
C 0.25 6.40 -1.99
C 0.45 5.97 -0.53
O 1.53 5.00 -0.51
C 1.96 4.70 0.83
H 0.70 11.14 -4.78
H -0.39 9.70 -5.16
H 1.05 10.06 -6.11
H -0.24 8.89 -3.11
H 0.81 10.23 -2.53
H 1.48 8.47 -1.12
H 2.73 8.47 -2.37
H -0.07 5.51 -2.60
H -0.62 7.06 -2.11
H -0.50 5.64 -0.08
H 0.80 6.83 0.12
H 2.52 5.53 1.26
H 2.53 3.82 0.74
H 1.07 4.57 1.42
C 0.36 0.34 3.30
O -1.05 0.67 3.45
C -1.36 0.91 4.76
C -2.80 1.33 5.03
O -3.06 2.53 4.38
C -3.46 2.42 3.05
C -4.66 3.30 2.96
O -4.39 4.66 3.05
C -5.57 5.49 3.02
H 0.89 1.06 3.97
H 0.72 0.45 2.27
H 0.56 -0.66 3.70
H -0.71 1.73 5.08
H -1.09 0.01 5.39
H -2.84 1.49 6.12
H -3.51 0.61 4.62
H -3.77 1.43 2.72
H -2.63 2.66 2.39
H -5.30 3.03 3.85
H -5.21 3.08 2.01
H -6.31 5.11 3.74
H -6.08 5.54 2.01
H -5.19 6.49 3.29
C -1.81 1.46 -6.50
O -2.56 0.92 -5.39
C -3.86 1.43 -5.31
C -4.71 0.65 -4.29
O -5.30 -0.50 -4.82
C -4.38 -1.49 -5.22
C -3.80 -2.33 -4.09
O -4.84 -2.90 -3.33
C -4.23 -3.73 -2.35
H -0.88 0.91 -6.39
H -1.61 2.54 -6.36
H -2.29 1.18 -7.47
H -4.33 1.22 -6.30
H -4.01 2.48 -5.08
H -5.57 1.22 -3.95
H -4.03 0.48 -3.44
H -3.61 -1.08 -5.90
H -5.03 -2.19 -5.76
H -3.17 -1.67 -3.44
H -3.14 -3.16 -4.39
H -3.50 -4.44 -2.75
H -5.05 -4.34 -1.95
H -3.69 -3.16 -1.58
C -6.68 8.31 -1.14
O -5.99 8.12 0.05
C -4.64 8.32 -0.10
C -3.95 7.73 -1.31
O -4.16 6.36 -1.50
C -4.01 5.63 -0.30
C -3.98 4.14 -0.60
O -2.95 3.88 -1.53
C -3.23 2.68 -2.24
H -7.76 8.17 -0.98
H -6.34 7.61 -1.91
H -6.52 9.28 -1.55
H -4.14 7.89 0.79
H -4.42 9.39 -0.20
H -2.85 7.84 -1.10
H -4.21 8.20 -2.25
H -4.74 5.93 0.43
H -2.99 5.87 0.11
H -4.98 3.87 -1.01
H -3.90 3.67 0.40
H -4.26 2.75 -2.66
H -3.20 1.81 -1.54
H -2.47 2.53 -3.02
C 2.66 -6.32 -5.68
O 1.37 -6.74 -6.08
C 1.15 -6.56 -7.47
C 0.28 -5.38 -7.70
O 1.02 -4.20 -7.39
C 0.15 -3.08 -7.21
C 0.85 -1.91 -6.51
O 1.60 -1.08 -7.38
C 2.65 -1.68 -8.12
H 2.69 -5.25 -5.83
H 3.50 -6.87 -6.17
H 2.70 -6.54 -4.57
H 0.61 -7.49 -7.73
H 2.11 -6.54 -7.99
H -0.54 -5.58 -6.99
H -0.15 -5.32 -8.70
H -0.67 -3.36 -6.50
H -0.26 -2.79 -8.18
H 1.47 -2.41 -5.77
H 0.12 -1.23 -6.05
H 3.43 -1.98 -7.45
H 2.98 -0.86 -8.76
H 2.34 -2.52 -8.74
C 3.26 -5.24 -1.91
O 3.41 -3.84 -1.81
C 4.19 -3.42 -0.70
C 3.34 -3.30 0.51
O 2.84 -4.58 0.94
C 2.40 -4.43 2.31
C 1.72 -5.69 2.78
O 2.51 -6.81 3.15
C 2.92 -7.51 2.01
H 4.22 -5.69 -2.07
H 2.55 -5.44 -2.73
H 2.85 -5.73 -1.02
H 4.55 -2.43 -0.93
H 5.04 -4.11 -0.50
H 2.44 -2.74 0.26
H 3.85 -2.77 1.33
H 1.75 -3.56 2.37
H 3.24 -4.32 3.04
H 1.09 -6.02 1.97
H 1.18 -5.40 3.68
H 3.64 -6.99 1.37
H 2.06 -7.75 1.39
H 3.43 -8.41 2.36
*
```

=====

No. 4
Density functional theory data (ωB97M-V/def2-TZVPD) for 2 unconnected molecules or ions with the total composition C6H10N2 at a distorted geometry.

Summary:
E_HOMO in eV: -9.44
Energy above the lowest of the compared OMol25 structures with the same formula, charge and spin in eV: 2.2709
LUMO level in Eh: 0.0293
Electronic energy in eV: -9362.1661
SMILES: [H]/N=C\C(=C)C.CC#N

```
! RIJCOSX wB97M-V def2-TZVPD def2/J DEFGRID3
* xyz 0 1
H 1.83 -1.46 -0.27
N 1.04 -1.44 -0.91
C -0.09 -1.09 -0.50
C -0.45 -0.54 0.94
C 0.36 -0.82 1.97
C -1.91 -0.26 1.17
H -0.98 -1.22 -1.10
H 0.01 -0.87 2.99
H 1.31 -1.33 1.84
H -2.53 -1.06 0.77
H -2.15 -0.16 2.22
H -2.20 0.67 0.67
C 1.44 1.71 -1.62
C 0.04 1.39 -1.40
N -1.06 1.16 -1.70
H 1.63 1.71 -2.70
H 1.66 2.69 -1.21
H 2.05 0.93 -1.16
*
```